Record 1
Computed, not measured: a single C5H9NOS molecule in a non-equilibrium geometry, with the ωB97M-V functional and the def2-TZVPD basis.

XYZ file:
```
17
Properties=species:S:1:pos:R:3:nbo_charge:R:1
O -2.233 0.237 0.594 -0.710
H -2.179 1.312 -2.065 0.245
H -2.135 -0.351 -2.028 0.184
H 0.831 0.668 1.669 0.224
H -2.635 -0.696 0.196 0.464
H -0.214 -0.807 1.587 0.236
H 2.743 -0.032 0.881 0.216
C 0.325 -0.006 -0.334 0.249
C 2.164 -0.817 1.348 -0.612
N 0.996 0.083 -1.378 -0.525
H 2.313 -1.017 2.395 0.212
C 0.687 -0.243 1.169 -0.443
H 2.526 -1.769 0.792 0.213
C -1.457 0.634 -1.868 -0.634
H -0.675 1.559 0.118 0.204
C -1.080 0.589 -0.362 0.043
S 0.024 0.657 -2.714 0.435
```

Computed properties:
- E (eV) = -19700.972
- multiplicity = 1
- charge = 0
- lowest unoccupied orbital energy (eV) = 0.595
- Kohn-Sham gap (eV) = 9.21
- SMILES = CCC1=NSC[C@H]1O
- ΔE to the lowest compared entry with this formula, charge and spin (kJ/mol) = 321.4


Record 2
Computed, not measured: a single C4H8OS molecule in a non-equilibrium geometry, with the ωB97M-V functional and the def2-TZVPD basis.

XYZ file:
```
14
Properties=species:S:1:pos:R:3:nbo_charge:R:1
H 2.262 1.286 -0.242 0.225
H -0.693 -0.504 1.792 0.199
C -1.455 0.693 0.176 -0.583
C -0.390 -0.247 0.674 0.040
C 0.917 -0.479 0.372 0.050
H -2.019 -1.399 -0.749 0.174
H -1.353 1.452 -0.718 0.239
H 2.705 -0.272 -0.679 0.217
C 1.825 0.315 -0.553 -0.652
O 0.016 -1.326 -0.275 -0.499
H -1.915 1.399 1.061 0.238
H 1.460 0.374 -1.671 0.228
H 1.506 -0.996 1.096 0.179
S -2.867 -0.294 -0.285 -0.055
```

Computed properties:
- E (eV) = -17157.535
- multiplicity = 1
- charge = 0
- lowest unoccupied orbital energy (eV) = 0.920
- Kohn-Sham gap (eV) = 9.76
- SMILES = C[C@@H]1O[C@@H]1CS
- ΔE to the lowest compared entry with this formula, charge and spin (kJ/mol) = 281.3


Record 3
Computed, not measured: a gas-phase ion, C6H8F4N2O4P (charge -1), with the ωB97M-V functional and the def2-TZVPD basis.

XYZ file:
```
25
Properties=species:S:1:pos:R:3:nbo_charge:R:1
H 0.462 -2.186 1.773 -0.136
H -2.741 -1.213 0.149 0.250
H 0.302 0.385 1.629 0.169
H 0.597 -3.106 -0.201 -0.090
H -0.918 -1.971 -0.888 0.218
H 3.267 -1.517 0.378 0.378
O -0.905 0.954 -2.194 -0.740
O -1.493 -1.110 -2.930 -0.764
P 1.190 -2.095 0.563 1.561
O -2.243 1.683 1.212 -0.559
N 2.724 -2.263 0.799 -1.341
O 0.504 1.647 0.065 -0.485
C -1.896 -0.550 0.353 -0.562
N 0.592 -0.711 -0.188 -0.749
F 2.031 2.909 1.106 -0.357
H 1.931 0.417 0.924 0.202
F -3.306 1.075 -0.635 -0.337
F 2.498 2.115 -0.832 -0.336
C -0.818 -0.904 -0.691 -0.154
F 0.966 3.630 -0.633 -0.296
C -1.090 -0.261 -2.108 0.757
H -1.548 -0.765 1.366 0.215
C 1.464 2.551 -0.084 1.174
C -2.434 0.855 0.381 0.906
C 0.864 0.431 0.685 0.074
```

Computed properties:
- E (eV) = -37682.485
- multiplicity = 1
- charge = -1
- lowest unoccupied orbital energy (eV) = 3.225
- Kohn-Sham gap (eV) = 8.15
- SMILES = N=[PH2]N(COC(F)(F)F)[C@@H](CC(=O)F)C(=O)[O-]


Record 4
Computed, not measured: a molecular structure, C9H11Cl2N3PtS, with the ωB97M-V functional and the def2-TZVPD basis.

XYZ file:
```
27
Properties=species:S:1:pos:R:3:mulliken_spin:R:1
C -0.894 1.198 -3.072 0.000
H -0.620 1.534 -5.109 0.000
H 3.786 -1.402 2.782 -0.010
C -0.040 1.060 0.698 0.054
C 1.558 -1.043 1.434 0.103
H -0.717 1.849 0.405 0.005
H 1.293 2.347 1.698 0.005
H -0.901 2.988 -4.133 0.000
C -4.383 -2.254 -0.390 0.000
S 3.511 2.151 3.049 1.130
N -0.388 -0.209 0.338 0.191
C 1.948 0.271 1.836 0.051
H 2.143 -1.911 1.698 0.021
H 0.137 -2.233 0.403 0.006
H 0.663 2.147 -4.047 0.000
Cl -3.984 -1.349 -1.876 -0.002
H -4.403 -3.318 -0.602 0.000
H 4.769 -0.215 3.539 0.002
Cl -3.057 -1.895 0.750 0.003
Pt -1.989 -0.562 -0.786 -0.002
C -0.415 2.011 -4.151 0.000
H -5.322 -1.897 0.022 0.000
N -1.260 0.553 -2.203 0.000
C 0.427 -1.237 0.708 0.031
C 3.110 0.529 2.593 0.146
C 1.076 1.323 1.423 0.097
N 3.950 -0.434 2.996 0.170
```

Computed properties:
- E (eV) = -53090.774
- multiplicity = 3
- charge = +2
- lowest unoccupied orbital energy (alpha / beta) (eV) = -7.207 / -8.254
- Kohn-Sham gap (alpha / beta) (eV) = 5.36 / 7.05
- ΔE to the lowest compared entry with this formula, charge and spin (kJ/mol) = 0.0